[1]
{"formula": "C60H51ClF5GeN3O3PReS", "method": "ωB97M-V with the def2-TZVPD basis set", "species": ["Re", "F", "C", "C", "F", "C", "F", "C", "S", "C", "F", "C", "F", "O", "C", "O", "C", "C", "C", "C", "C", "C", "P", "C", "C", "C", "C", "C", "C", "C", "C", "C", "C", "C", "C", "H", "H", "H", "H", "H", "H", "H", "H", "H", "H", "H", "H", "H", "H", "C", "Ge", "C", "C", "C", "C", "C", "C", "C", "C", "C", "C", "C", "C", "C", "C", "C", "C", "C", "C", "H", "H", "H", "H", "H", "H", "H", "H", "H", "H", "H", "H", "H", "H", "H", "C", "C", "C", "C", "C", "O", "C", "C", "C", "C", "C", "C", "Cl", "C", "C", "C", "N", "C", "N", "C", "N", "H", "H", "H", "H", "H", "H", "H", "H", "H", "H", "H", "H", "H", "H", "H", "H", "H", "H", "H", "H", "H", "H"], "xyz": [[-0.4815, -0.2100, 0.0248], [3.6081, 1.9421, 5.9171], [2.6778, 1.8977, 4.9533], [2.8923, 1.1734, 3.7964], [4.0489, 0.5198, 3.6367], [1.9294, 1.1368, 2.8067], [2.2297, 0.4474, 1.7177], [0.6923, 1.8061, 2.9185], [-0.5806, 1.8241, 1.7335], [0.5301, 2.5374, 4.1038], [-0.6021, 3.2206, 4.3083], [1.4889, 2.5851, 5.0953], [1.2707, 3.2973, 6.2120], [2.4082, 0.8040, -3.0473], [1.7110, -0.0533, -2.4874], [1.3693, -0.0256, -1.2713], [1.2286, -1.1964, -3.3700], [2.0283, -1.5298, -4.4630], [1.6251, -2.4699, -5.3902], [0.3724, -3.0611, -5.2648], [-0.4267, -2.7471, -4.1852], [-0.0026, -1.8346, -3.2074], [-1.1290, -1.6155, -1.7836], [-1.2773, -3.3893, -1.3553], [-2.3862, -4.1985, -1.5554], [-2.2946, -5.5613, -1.2970], [-1.1009, -6.1184, -0.8729], [0.0097, -5.3080, -0.6645], [-0.0836, -3.9486, -0.8909], [-2.6878, -1.1310, -2.5824], [-2.6977, -0.4397, -3.7938], [-3.8677, 0.1324, -4.2679], [-5.0353, 0.0535, -3.5234], [-5.0219, -0.5932, -2.2925], [-3.8591, -1.1762, -1.8206], [2.9819, -1.0285, -4.5629], [2.2728, -2.7346, -6.2165], [0.0287, -3.7709, -6.0075], [-1.3998, -3.2122, -4.0793], [-3.3194, -3.7753, -1.9073], [-3.1662, -6.1931, -1.4207], [-1.0369, -7.1814, -0.6821], [0.9367, -5.7440, -0.3154], [0.7549, -3.2852, -0.7063], [-1.7791, -0.3550, -4.3619], [-3.8673, 0.6525, -5.2178], [-5.9469, 0.5024, -3.8962], [-5.9277, -0.6299, -1.6995], [-3.8327, -1.6608, -0.8539], [-0.8801, -1.4039, 1.4014], [-1.5025, -2.6735, 2.6958], [-1.0314, -2.1042, 4.5341], [-0.3867, -0.8895, 4.7468], [-0.0504, -0.4768, 6.0288], [-0.3644, -1.2774, 7.1174], [-1.0094, -2.4911, 6.9196], [-1.3349, -2.9007, 5.6355], [-3.4776, -2.7609, 2.6165], [-4.2353, -3.7110, 3.2990], [-5.6195, -3.7281, 3.1951], [-6.2669, -2.7887, 2.4052], [-5.5257, -1.8207, 1.7416], [-4.1423, -1.8062, 1.8507], [-0.7356, -4.4970, 2.6446], [0.6368, -4.6298, 2.8474], [1.2256, -5.8822, 2.9187], [0.4397, -7.0244, 2.8295], [-0.9248, -6.9050, 2.6124], [-1.5021, -5.6472, 2.4969], [-0.1598, -0.2689, 3.8886], [0.4523, 0.4703, 6.1815], [-0.1072, -0.9554, 8.1192], [-1.2568, -3.1168, 7.7692], [-1.8302, -3.8548, 5.4834], [-3.7411, -4.4452, 3.9260], [-6.1950, -4.4724, 3.7329], [-7.3462, -2.8066, 2.3133], [-6.0308, -1.0734, 1.1402], [-3.5462, -1.0483, 1.3501], [1.2424, -3.7353, 2.9516], [2.2950, -5.9724, 3.0676], [0.8913, -8.0045, 2.9259], [-1.5438, -7.7920, 2.5416], [-2.5628, -5.5587, 2.2933], [0.1401, 2.2184, -5.2687], [0.3959, 3.7122, -5.5065], [1.4678, 3.8287, -6.6001], [-0.8977, 4.3500, -6.0402], [0.8503, 4.4708, -4.2107], [1.0157, 5.8645, -4.4999], [2.1309, 3.9099, -3.5531], [3.4632, 4.5366, -4.0038], [4.5920, 3.7663, -3.3682], [5.1950, 2.7083, -4.0375], [6.1944, 1.9592, -3.4387], [6.5906, 2.2692, -2.1491], [7.8486, 1.3407, -1.3925], [6.0006, 3.3125, -1.4562], [5.0051, 4.0536, -2.0723], [-0.2635, 4.5484, -3.1491], [-0.7344, 3.3142, -2.5583], [-0.1205, 2.4039, -1.7918], [-1.0177, 1.5446, -1.3353], [-2.1944, 1.9940, -1.8437], [-2.0647, 3.0603, -2.5861], [-0.1484, 1.7552, -6.2159], [-0.6759, 2.0566, -4.5645], [1.0221, 1.6969, -4.8966], [1.0981, 3.3576, -7.5121], [2.3837, 3.3121, -6.3134], [1.6960, 4.8689, -6.8456], [-1.0700, 4.0289, -7.0690], [-0.8260, 5.4377, -6.0287], [-1.7618, 4.0463, -5.4470], [1.7787, 5.9596, -5.0772], [2.1885, 2.8313, -3.6806], [2.0699, 4.0957, -2.4774], [3.5072, 5.5800, -3.6836], [3.5772, 4.5031, -5.0881], [4.8747, 2.4557, -5.0416], [6.6579, 1.1349, -3.9628], [6.3118, 3.5357, -0.4451], [4.5385, 4.8682, -1.5301], [-1.1391, 5.0244, -3.5810], [0.1105, 5.2061, -2.3620], [0.9398, 2.3596, -1.6060], [-3.1446, 1.5317, -1.6360]], "lumo_energy_ha": [0.078, 0.078], "e_above_lowest_kcal_mol": 14.5, "charge": -1, "spin_multiplicity": 2}

---

[2]
{"formula": "C60H62AsMnN2O10P3Se", "method": "ωB97M-V with the def2-TZVPD basis set", "species": ["Mn", "N", "C", "C", "C", "C", "C", "C", "P", "C", "C", "C", "C", "C", "C", "C", "C", "C", "C", "C", "C", "H", "H", "H", "H", "H", "H", "H", "H", "H", "H", "H", "H", "H", "H", "H", "H", "O", "Se", "O", "O", "O", "C", "C", "C", "C", "O", "P", "O", "O", "O", "C", "C", "C", "C", "H", "H", "H", "H", "H", "H", "H", "H", "H", "H", "H", "H", "H", "H", "H", "H", "H", "H", "O", "C", "N", "C", "O", "C", "C", "C", "C", "C", "C", "H", "H", "H", "H", "C", "C", "As", "C", "C", "C", "C", "C", "C", "C", "C", "C", "C", "C", "C", "P", "C", "C", "C", "C", "C", "C", "C", "C", "C", "C", "C", "C", "H", "H", "H", "H", "H", "H", "H", "H", "H", "H", "H", "H", "H", "H", "H", "H", "H", "H", "H", "H", "H", "H", "H", "H"], "xyz": [[0.0056, 0.8155, -0.6309], [1.4368, -0.7531, -0.7877], [2.5723, -0.4674, -1.6277], [3.7429, -1.2110, -1.5412], [4.7785, -0.9644, -2.4261], [4.6642, 0.0348, -3.3802], [3.5217, 0.8110, -3.4297], [2.4752, 0.5745, -2.5449], [0.8404, 1.4441, -2.6169], [0.4441, 0.7006, -4.2318], [-0.0103, -0.6130, -4.1619], [-0.3023, -1.3101, -5.3171], [-0.1248, -0.6981, -6.5498], [0.3342, 0.6056, -6.6180], [0.6245, 1.3113, -5.4608], [1.3526, 3.1621, -2.8573], [0.5634, 4.0683, -3.5591], [0.9801, 5.3818, -3.6970], [2.1723, 5.7996, -3.1265], [2.9383, 4.9101, -2.3885], [2.5273, 3.5976, -2.2443], [1.7585, -0.7471, 0.2114], [1.1307, -1.7172, -0.9589], [3.8312, -1.9794, -0.7883], [5.6727, -1.5653, -2.3786], [5.4625, 0.2039, -4.0871], [3.4348, 1.6027, -4.1595], [-0.1605, -1.0470, -3.1773], [-0.6569, -2.3295, -5.2628], [-0.3392, -1.2477, -7.4547], [0.4655, 1.0789, -7.5797], [0.9727, 2.3316, -5.5166], [-0.3660, 3.7247, -3.9864], [0.3704, 6.0907, -4.2395], [2.4966, 6.8234, -3.2430], [3.8516, 5.2434, -1.9155], [3.1064, 2.9032, -1.6533], [1.3771, 1.7018, 0.3132], [0.8840, 0.9462, 1.6966], [0.7252, 1.8692, 2.9514], [-0.5000, 0.2207, 1.1662], [1.9523, -0.2247, 1.9326], [-2.3592, 4.6646, -1.1946], [-3.6765, 4.1892, -0.5945], [-4.1213, 5.1006, 0.5490], [-4.7579, 4.1608, -1.6770], [-3.5990, 2.8410, -0.1037], [-2.3572, 2.0887, 0.5609], [-2.9850, 0.6354, 0.5451], [-1.1108, 2.3768, -0.1873], [-2.2070, 2.5875, 2.0205], [-2.9434, 2.3304, 3.2320], [-2.8399, 3.6321, 4.0288], [-4.3922, 1.9693, 2.9326], [-2.2347, 1.1995, 3.9689], [-2.5102, 5.6195, -1.6921], [-1.9920, 3.9346, -1.9127], [-1.6042, 4.7778, -0.4219], [-4.3035, 6.1023, 0.1697], [-3.3515, 5.1454, 1.3149], [-5.0465, 4.7189, 0.9765], [-4.9475, 5.1716, -2.0290], [-5.6749, 3.7408, -1.2715], [-4.4322, 3.5418, -2.5075], [-3.3251, 4.4447, 3.4951], [-1.7899, 3.8769, 4.1632], [-3.3078, 3.5282, 5.0040], [-4.8702, 2.7484, 2.3465], [-4.9338, 1.8432, 3.8664], [-4.4307, 1.0446, 2.3643], [-1.1846, 1.4552, 4.0956], [-2.2941, 0.2839, 3.3840], [-2.6895, 1.0440, 4.9441], [-1.5733, 1.7952, -3.0731], [-2.2206, 0.9860, -2.3994], [-1.7124, 0.2096, -1.4183], [-2.8010, -0.2702, -0.5794], [-2.6787, -1.5077, -0.0935], [-4.0236, -0.1270, -1.4798], [-5.2883, -0.6624, -1.3876], [-6.1792, -0.3955, -2.4220], [-5.8181, 0.4115, -3.4900], [-4.5513, 0.9726, -3.5682], [-3.6570, 0.6757, -2.5566], [-5.5812, -1.2773, -0.5529], [-7.1690, -0.8267, -2.3936], [-6.5252, 0.5917, -4.2856], [-4.2604, 1.5922, -4.4036], [-2.1692, -3.5672, 1.4875], [-3.6626, -3.7009, 1.3004], [-4.3876, -5.2090, 2.3838], [-3.5896, -6.7407, 1.4453], [-3.1542, -6.7112, 0.1281], [-2.6032, -7.8376, -0.4599], [-2.4851, -9.0142, 0.2570], [-2.9488, -9.0694, 1.5618], [-3.5049, -7.9457, 2.1426], [-3.0671, -5.0982, 3.8413], [-1.8416, -5.7517, 3.8241], [-0.9245, -5.5703, 4.8433], [-1.2201, -4.7267, 5.9007], [-2.4420, -4.0751, 5.9374], [-3.3567, -4.2629, 4.9155], [-1.2013, -2.5598, 0.2713], [0.4807, -3.1616, 0.9646], [0.7341, -2.9317, 2.3122], [1.9748, -3.2056, 2.8544], [2.9934, -3.6886, 2.0504], [2.7610, -3.8888, 0.7000], [1.5255, -3.5984, 0.1522], [-1.3692, -3.5675, -1.2475], [-2.0235, -3.0875, -2.3770], [-2.1102, -3.8578, -3.5233], [-1.4967, -5.0976, -3.5807], [-0.8522, -5.5897, -2.4585], [-0.8169, -4.8462, -1.2922], [-1.6922, -4.5533, 1.4302], [-1.9665, -3.1681, 2.4842], [-3.9265, -3.8711, 0.2540], [-4.1637, -2.7826, 1.6094], [-3.2367, -5.8036, -0.4564], [-2.2644, -7.7902, -1.4845], [-2.0391, -9.8866, -0.1982], [-2.8755, -9.9893, 2.1241], [-3.8713, -7.9867, 3.1641], [-1.5934, -6.4129, 3.0035], [0.0245, -6.0875, 4.8081], [-0.5040, -4.5846, 6.6972], [-2.6796, -3.4213, 6.7653], [-4.3129, -3.7499, 4.9426], [-0.0391, -2.5212, 2.9440], [2.1470, -3.0271, 3.9044], [3.9708, -3.8875, 2.4630], [3.5421, -4.2843, 0.0666], [1.3695, -3.7584, -0.9082], [-2.4803, -2.1121, -2.3625], [-2.6564, -3.4868, -4.3774], [-1.5154, -5.6763, -4.4928], [-0.3746, -6.5588, -2.4915], [-0.3533, -5.2672, -0.4124]], "lumo_energy_ha": [-0.095, -0.088], "e_above_lowest_kcal_mol": 36.3, "spin_multiplicity": 2}

---

[3]
{"formula": "C60H73ClN12O4P2", "method": "ωB97M-V with the def2-TZVPD basis set", "species": ["C", "C", "P", "C", "C", "O", "C", "C", "N", "C", "C", "C", "O", "O", "C", "O", "Cl", "P", "N", "H", "H", "H", "H", "H", "H", "H", "H", "H", "H", "H", "H", "H", "H", "H", "H", "H", "H", "H", "H", "H", "H", "H", "C", "C", "C", "N", "C", "C", "H", "H", "H", "H", "H", "C", "C", "C", "N", "C", "C", "H", "H", "H", "H", "H", "C", "C", "C", "N", "C", "C", "H", "H", "H", "H", "H", "C", "C", "C", "N", "C", "C", "H", "H", "H", "H", "H", "C", "C", "C", "N", "C", "C", "H", "H", "H", "H", "H", "C", "C", "C", "N", "C", "C", "H", "H", "H", "H", "H", "C", "C", "C", "N", "C", "C", "H", "H", "H", "H", "H", "C", "C", "C", "N", "C", "C", "H", "H", "H", "H", "H", "C", "C", "C", "N", "C", "C", "H", "H", "H", "H", "H", "C", "C", "C", "N", "C", "C", "H", "H", "H", "H", "H"], "xyz": [[7.6263, -1.0844, -0.0096], [7.3733, 0.3857, 0.3965], [6.4835, 1.4041, -0.9175], [5.8830, 0.3230, -2.2907], [5.0094, 2.1735, 0.0166], [4.1669, 2.6728, -0.9708], [3.0898, 3.5069, -0.5237], [1.8129, 2.8281, -0.0169], [0.9428, 2.3003, -1.1033], [-0.3241, 1.8760, -0.4479], [-0.5591, 0.3722, -0.5773], [-1.8656, -0.0452, 0.1111], [-0.5749, -0.0793, -1.9113], [4.4117, 1.2710, 0.9811], [4.0838, 0.0319, 0.5516], [4.5208, -0.8836, 1.0869], [2.9536, -0.2575, -0.7575], [5.8441, 3.5181, 1.0491], [5.0739, 3.8056, 2.3904], [7.6751, -1.6675, 0.9186], [8.6152, -1.1975, -0.4594], [6.8340, -1.5364, -0.6035], [8.3257, 0.8987, 0.5488], [6.8082, 0.4383, 1.3313], [5.4620, -0.6403, -1.9968], [5.1604, 0.8877, -2.8863], [6.7436, 0.1562, -2.9467], [3.3714, 4.2606, 0.2254], [2.7794, 4.0794, -1.4073], [1.9674, 2.0785, 0.7592], [1.2274, 3.6372, 0.4598], [0.6660, 3.1271, -1.6273], [-1.1978, 2.4205, -0.8381], [-0.3146, 2.0675, 0.6333], [0.2285, -0.1008, 0.0307], [-2.7244, 0.5571, -0.1924], [-1.6686, 0.0027, 1.1871], [-1.9895, -1.1089, -0.1157], [-0.1401, 0.5633, -2.4896], [5.9399, 4.6803, 0.2479], [7.1261, 3.0240, 1.3862], [4.2335, 3.2505, 2.5043], [1.4620, -3.5812, -4.1952], [0.7250, -2.6040, -3.5495], [-0.2161, -3.0040, -2.6127], [-0.4514, -4.2809, -2.2977], [0.2712, -5.2059, -2.9314], [1.2350, -4.9123, -3.8834], [2.2077, -3.3098, -4.9337], [0.8729, -1.5546, -3.7650], [-0.8134, -2.2754, -2.0853], [0.0560, -6.2334, -2.6566], [1.7916, -5.7042, -4.3665], [-1.1896, -3.6655, -7.8527], [-2.4263, -4.0540, -8.3391], [-3.2714, -4.7564, -7.4948], [-2.9620, -5.0839, -6.2404], [-1.7658, -4.7021, -5.7908], [-0.8467, -3.9933, -6.5508], [-0.5010, -3.1130, -8.4803], [-2.7304, -3.8173, -9.3498], [-4.2513, -5.0786, -7.8310], [-1.5432, -4.9833, -4.7689], [0.1087, -3.7058, -6.1354], [-1.3738, 2.0417, 5.5983], [-1.8657, 2.7331, 4.5024], [-1.3822, 2.4010, 3.2458], [-0.4688, 1.4526, 3.0285], [-0.0121, 0.8007, 4.0968], [-0.4265, 1.0539, 5.3918], [-1.7222, 2.2712, 6.5975], [-2.6052, 3.5137, 4.6183], [-1.7389, 2.9158, 2.3587], [0.7315, 0.0372, 3.8916], [-0.0152, 0.4910, 6.2196], [4.5425, 1.5345, 6.0557], [4.3157, 1.7951, 7.3977], [3.4821, 0.9387, 8.1021], [2.8813, -0.1224, 7.5625], [3.1123, -0.3552, 6.2705], [3.9298, 0.4358, 5.4764], [5.1867, 2.1787, 5.4691], [4.7742, 2.6433, 7.8885], [3.2772, 1.1014, 9.1555], [2.6082, -1.2235, 5.8580], [4.0807, 0.1972, 4.4314], [-4.1244, 0.2386, -3.6459], [-4.5669, 0.9546, -4.7472], [-4.0160, 0.6635, -5.9868], [-3.0788, -0.2664, -6.1808], [-2.6660, -0.9432, -5.1059], [-3.1541, -0.7321, -3.8256], [-4.5285, 0.4320, -2.6602], [-5.3237, 1.7225, -4.6499], [-4.3347, 1.1953, -6.8774], [-1.9027, -1.6921, -5.2928], [-2.7835, -1.3121, -2.9928], [-6.7211, -1.1927, 1.7687], [-7.2339, -0.5090, 0.6786], [-6.5063, -0.5164, -0.5015], [-5.3382, -1.1413, -0.6477], [-4.8613, -1.7923, 0.4129], [-5.5093, -1.8506, 1.6370], [-7.2588, -1.2125, 2.7086], [-8.1765, 0.0180, 0.7406], [-6.8699, 0.0027, -1.3830], [-3.9098, -2.2889, 0.2623], [-5.0753, -2.3962, 2.4639], [-9.3911, 1.2866, -7.4330], [-8.9086, 2.4371, -8.0317], [-7.5489, 2.5231, -8.2896], [-6.6723, 1.5613, -7.9909], [-7.1598, 0.4593, -7.4114], [-8.5014, 0.2740, -7.1155], [-10.4470, 1.1797, -7.2160], [-9.5701, 3.2514, -8.2948], [-7.1283, 3.4057, -8.7610], [-6.4276, -0.3057, -7.1755], [-8.8390, -0.6408, -6.6473], [-4.5397, 4.3263, -12.8119], [-5.6786, 5.1148, -12.8031], [-6.2895, 5.3709, -11.5859], [-5.8463, 4.8995, -10.4198], [-4.7495, 4.1410, -10.4503], [-4.0615, 3.8273, -11.6121], [-4.0320, 4.1032, -13.7422], [-6.0847, 5.5224, -13.7190], [-7.1819, 5.9853, -11.5300], [-4.4143, 3.7690, -9.4878], [-3.1757, 3.2080, -11.5762], [7.4869, 0.2983, 10.7256], [6.2283, -0.1070, 10.3138], [5.4255, -0.7779, 11.2228], [5.7955, -1.0596, 12.4718], [7.0112, -0.6630, 12.8490], [7.8907, 0.0168, 12.0209], [8.1447, 0.8265, 10.0464], [5.8756, 0.0920, 9.3109], [4.4306, -1.1112, 10.9457], [7.2847, -0.9084, 13.8696], [8.8654, 0.3166, 12.3813], [2.9640, -4.5820, 11.8673], [3.0824, -3.2451, 12.2090], [1.9224, -2.5269, 12.4558], [0.6968, -3.0467, 12.3797], [0.6050, -4.3342, 12.0476], [1.7000, -5.1430, 11.7844], [3.8455, -5.1790, 11.6679], [4.0508, -2.7709, 12.2853], [1.9665, -1.4780, 12.7304], [-0.4040, -4.7289, 11.9915], [1.5649, -6.1835, 11.5211]], "smiles": "CCP(C)[C@@](OCCNC[C@@H](C)O)(OC(=O)Cl)[PH2]=N.c1ccncc1.c1ccncc1.c1ccncc1.c1ccncc1.c1ccncc1.c1ccncc1.c1ccncc1.c1ccncc1.c1ccncc1.c1ccncc1", "lumo_energy_ha": 0.017}

---

no.,DFT total energy (eV),maximum force (hartree/bohr)
1,-178542.16979,0.0766
2,-272053.44122,0.0654
3,-120570.57405,0.0840